--- w ---
C6H15NO | ωB97M-V/def2-TZVPD

Last column: Mulliken charge in e.
Positions of all 23 atoms, in Å:
C1 2.40 -0.19 0.06  -0.763
O1 2.73 1.04 0.70  -0.496
H1 2.28 1.75 0.22  0.325
H2 2.80 -0.97 0.70  0.238
H3 2.94 -0.28 -0.89  0.279
H4 1.11 -0.15 -0.32  0.226
C2 -0.36 -0.44 1.87  -1.198
C3 -1.05 -0.15 -1.91  -1.908
C4 -0.49 1.69 -0.28  -1.690
C5 -0.97 -0.63 0.54  0.317
C6 -0.55 0.18 -0.52  1.438
N1 -1.51 -1.88 0.30  -0.488
H5 -2.04 -1.99 -0.56  0.206
H6 -1.90 -2.35 1.10  0.242
H7 -0.71 0.45 2.37  0.291
H8 -0.49 -1.30 2.52  0.413
H9 0.75 -0.29 1.67  0.212
H10 -0.65 -1.10 -2.26  0.415
H11 -0.76 0.62 -2.62  0.417
H12 -2.15 -0.21 -1.96  0.387
H13 -1.47 2.16 -0.40  0.351
H14 -0.07 1.91 0.70  0.428
H15 0.18 2.14 -1.02  0.359

--- x ---
C6H15NO | ωB97M-V/def2-TZVPD

SMILES: CC(N)=O.CC(C)C

Last column: Mulliken charge in e.
Positions of all 23 atoms, in Å:
C1 1.66 -0.62 0.46  -0.553
C2 1.58 -2.05 -0.06  0.670
O1 2.34 -2.54 -0.87  -0.624
N1 0.60 -2.85 0.45  -0.389
H1 0.79 0.01 0.19  0.032
H2 2.72 -0.37 0.30  0.333
H3 0.45 -3.69 -0.06  0.235
H4 0.03 -2.53 1.22  0.190
H5 1.47 -0.76 1.57  0.287
C3 -1.07 1.61 0.05  0.792
C4 -0.87 3.13 0.41  -1.329
C5 -2.29 1.11 0.85  -1.393
C6 -1.28 1.61 -1.54  -1.146
H6 -0.25 0.98 0.31  -0.264
H7 -1.78 3.75 0.39  0.353
H8 -3.13 1.74 0.46  0.330
H9 -2.43 0.05 0.68  0.379
H10 -2.09 1.27 1.90  0.382
H11 -1.86 2.57 -1.61  0.301
H12 -0.33 1.63 -2.08  0.323
H13 -0.08 3.65 -0.15  0.343
H14 -0.72 3.09 1.56  0.343
H15 -2.07 0.91 -1.79  0.405

--- y ---
C6H15NO | ωB97M-V/def2-TZVPD

SMILES: CCN1CCCC1.O

Last column: Mulliken charge in e.
Positions of all 23 atoms, in Å:
C1 0.36 0.47 -0.56  -0.619
N1 -0.04 -0.89 -0.11  -0.118
C2 0.77 -1.87 -0.81  -0.369
C3 2.14 -2.08 -0.24  -1.165
C4 -1.46 -1.00 -0.38  -0.899
C5 -1.93 0.11 -1.36  -0.370
C6 -0.67 0.93 -1.60  -0.612
H1 0.24 1.08 0.34  0.369
H2 1.40 0.52 -0.81  0.328
H3 0.87 -1.51 -1.85  0.253
H4 0.19 -2.76 -1.06  0.413
H5 2.72 -1.16 -0.25  0.273
H6 2.67 -2.72 -0.94  0.365
H7 2.22 -2.45 0.78  0.319
H8 -2.01 -1.07 0.57  0.367
H9 -1.78 -2.00 -0.73  0.288
H10 -2.55 0.68 -0.66  0.173
H11 -2.58 -0.19 -2.17  0.379
H12 -0.81 2.00 -1.49  0.372
H13 -0.28 0.78 -2.61  0.252
H14 -0.60 4.16 5.34  0.320
H15 0.78 4.89 5.18  0.321
O1 0.35 4.07 5.42  -0.641

Most stable: x

--- w ---
C6H15NO | ωB97M-V/def2-TZVPD

SMILES: CC(N)=O.CC(C)C

Last column: Mulliken charge in e.
Positions of all 23 atoms, in Å:
C1 -2.17 0.92 1.21  -0.903
C2 -0.78 1.34 1.64  0.713
O1 -0.10 2.12 1.01  -0.604
N1 -0.29 0.69 2.74  -0.416
H1 -2.02 0.17 0.44  0.110
H2 -2.68 1.77 0.78  0.288
H3 0.55 1.09 3.13  0.232
H4 -0.78 -0.06 3.19  0.183
H5 -2.80 0.60 2.03  0.425
C3 0.74 -1.23 -1.17  0.819
C4 0.87 0.31 -1.32  -1.406
C5 -0.40 -1.71 -2.06  -1.419
C6 2.05 -1.88 -1.63  -1.446
H6 0.48 -1.41 -0.13  0.207
H7 -0.11 0.72 -1.11  0.299
H8 1.11 0.51 -2.36  0.425
H9 -0.26 -1.45 -3.11  0.339
H10 -0.46 -2.81 -1.98  0.358
H11 -1.37 -1.29 -1.79  0.358
H12 2.02 -2.95 -1.39  0.385
H13 2.05 -1.83 -2.72  0.324
H14 2.90 -1.44 -1.11  0.385
H15 1.67 0.73 -0.73  0.342

--- x ---
C6H15NO | ωB97M-V/def2-TZVPD

SMILES: CC/C=C/NCC.O

Last column: Mulliken charge in e.
Positions of all 23 atoms, in Å:
C1 1.87 -1.11 -1.99  -0.966
C2 0.84 -0.01 -2.36  -0.821
C3 0.01 0.15 -1.05  -0.394
C4 -1.12 -0.57 -0.99  -0.129
N1 -2.14 -0.23 -0.05  -0.256
C5 -1.96 0.94 0.80  -0.601
C6 -1.16 0.67 2.06  -0.928
H1 2.54 -1.29 -2.85  0.314
H2 1.34 -2.01 -1.70  0.317
H3 2.46 -0.70 -1.17  0.274
H4 1.37 0.91 -2.57  0.301
H5 0.14 -0.24 -3.15  0.354
H6 0.30 0.94 -0.39  0.379
H7 -1.30 -1.39 -1.69  0.317
H8 -2.73 -1.03 0.10  0.215
H9 -3.03 1.20 0.94  0.355
H10 -1.71 1.76 0.14  0.409
H11 -1.04 -0.41 2.12  0.326
H12 -0.17 1.13 2.13  0.184
H13 -1.66 0.92 2.99  0.358
H14 2.02 0.02 2.20  0.307
H15 2.42 0.07 3.68  0.324
O1 2.74 0.28 2.81  -0.638

--- y ---
C6H15NO | ωB97M-V/def2-TZVPD

SMILES: C/C=C(\C)CCN.O

Last column: Mulliken charge in e.
Positions of all 23 atoms, in Å:
C1 -0.16 2.28 0.51  -0.460
C2 0.03 1.53 -0.86  -0.884
C3 0.19 0.03 -0.61  0.572
C4 -0.93 -0.71 -0.50  -0.202
C5 -0.96 -2.17 -0.79  -1.345
C6 1.58 -0.49 -0.74  -1.396
N1 -1.19 3.34 0.45  -0.649
H1 -0.36 1.54 1.27  0.366
H2 0.77 2.85 0.72  0.254
H3 0.77 2.01 -1.48  0.445
H4 -0.92 1.67 -1.40  0.437
H5 -1.87 -0.20 -0.32  0.380
H6 -1.15 -2.25 -1.86  0.308
H7 -0.04 -2.69 -0.56  0.328
H8 -1.73 -2.65 -0.16  0.345
H9 1.82 -1.08 -1.63  0.323
H10 2.32 0.29 -0.59  0.388
H11 1.86 -1.20 0.06  0.282
H12 -1.96 3.12 1.07  0.250
H13 -1.61 3.32 -0.47  0.271
H14 1.51 -2.29 3.10  0.317
H15 0.64 -3.09 2.12  0.316
O1 1.40 -3.16 2.70  -0.644

Most stable: w

--- w ---
C6H15NO | ωB97M-V/def2-TZVPD

SMILES: C=CCCNCC.O

Last column: Mulliken charge in e.
Positions of all 23 atoms, in Å:
C1 1.92 -0.18 -1.02  -0.552
N1 0.91 -1.23 -0.95  -0.294
C2 -0.40 -0.88 -1.48  -1.092
C3 -1.26 -0.03 -0.48  -0.046
C4 -1.40 -0.37 0.95  0.510
C5 -0.81 -1.14 1.85  -1.046
C6 2.18 0.54 0.32  -0.948
H1 1.60 0.50 -1.80  0.310
H2 2.86 -0.64 -1.32  0.377
H3 0.76 -1.70 -0.07  0.192
H4 -0.30 -0.26 -2.37  0.368
H5 -0.80 -1.82 -1.86  0.353
H6 -0.43 0.68 -0.39  -0.083
H7 -2.12 0.44 -0.94  0.467
H8 -2.21 0.20 1.41  0.068
H9 -1.06 -1.26 2.89  0.263
H10 -0.12 -1.94 1.57  0.260
H11 2.71 1.48 0.21  0.313
H12 1.27 0.70 0.89  0.291
H13 2.88 -0.09 0.87  0.300
H14 -2.87 2.18 0.72  0.318
H15 -1.31 2.31 0.17  0.321
O1 -1.98 2.51 0.81  -0.648

--- x ---
C6H15NO | ωB97M-V/def2-TZVPD

SMILES: CCC/C=C/NC.O

Last column: Mulliken charge in e.
Positions of all 23 atoms, in Å:
C1 -0.83 1.00 2.79  -1.104
C2 -0.02 1.94 1.90  -0.621
C3 -0.51 1.99 0.45  -0.522
C4 0.12 0.87 -0.37  -0.419
C5 -0.41 0.45 -1.52  -0.028
N1 -0.01 -0.70 -2.21  -0.208
C6 1.27 -1.35 -2.00  -0.866
H1 -0.88 -0.02 2.42  0.233
H2 -0.38 1.00 3.78  0.365
H3 -1.79 1.47 2.99  0.325
H4 1.04 1.68 1.92  0.359
H5 -0.06 2.94 2.32  0.358
H6 -0.22 2.99 0.10  0.298
H7 -1.58 1.82 0.51  0.319
H8 0.98 0.42 0.10  0.095
H9 -1.12 1.06 -2.06  0.319
H10 -0.38 -0.73 -3.15  0.228
H11 1.74 -1.05 -1.07  0.296
H12 1.97 -1.19 -2.81  0.276
H13 1.03 -2.41 -1.84  0.296
H14 0.50 -3.44 1.47  0.311
H15 -0.13 -2.58 0.40  0.334
O1 0.35 -3.41 0.52  -0.646

Most stable: x

--- w ---
C6H15NO | ωB97M-V/def2-TZVPD

Last column: Mulliken charge in e.
Positions of all 23 atoms, in Å:
C1 -0.47 -1.73 -0.30  -0.248
C2 1.03 1.45 0.31  0.146
C3 -2.20 -0.05 -0.44  -0.470
C4 -0.64 -2.01 1.15  -1.243
C5 1.98 0.58 1.12  -1.240
C6 1.30 1.32 -1.19  -1.197
N1 -1.25 -0.84 -0.91  0.061
O1 -2.65 0.94 -1.30  -0.477
H1 -3.61 1.00 -1.25  0.316
H2 -1.09 -0.70 -1.90  0.285
H3 0.15 -2.35 -0.92  0.441
H4 1.16 2.50 0.61  0.389
H5 -2.39 0.05 0.61  0.370
H6 0.00 1.17 0.52  0.022
H7 -1.63 -2.44 1.36  0.357
H8 -0.56 -1.10 1.75  0.284
H9 0.11 -2.72 1.49  0.319
H10 3.02 0.85 0.93  0.417
H11 1.28 0.27 -1.48  0.208
H12 1.80 0.69 2.18  0.306
H13 1.85 -0.47 0.86  0.221
H14 2.27 1.73 -1.44  0.437
H15 0.55 1.86 -1.76  0.297

--- x ---
C6H15NO | ωB97M-V/def2-TZVPD

SMILES: CCN(CC)CCO

Last column: Mulliken charge in e.
Positions of all 23 atoms, in Å:
C1 -0.48 -2.44 1.40  -1.164
C2 -0.29 -1.68 0.06  -0.530
N1 -0.12 -0.18 0.10  -0.042
C3 1.16 0.12 0.86  -0.203
C4 1.31 1.62 0.84  -0.854
C5 -0.10 0.36 -1.29  -0.736
C6 -1.42 1.15 -1.49  -0.515
O1 -1.10 2.44 -1.90  -0.540
H1 0.15 -2.08 2.29  0.278
H2 -1.48 -2.51 1.63  0.339
H3 -0.23 -3.50 1.36  0.350
H4 0.64 -2.18 -0.53  0.281
H5 -1.13 -2.00 -0.57  0.400
H6 2.15 -0.24 0.37  0.252
H7 0.99 -0.32 1.89  0.158
H8 1.19 2.14 1.79  0.346
H9 0.64 2.17 0.20  0.072
H10 2.37 1.81 0.58  0.276
H11 0.77 1.00 -1.63  0.351
H12 -0.22 -0.45 -1.94  0.553
H13 -2.02 1.11 -0.54  0.308
H14 -1.94 0.70 -2.36  0.303
H15 -0.85 2.99 -1.12  0.318

--- y ---
C6H15NO | ωB97M-V/def2-TZVPD

SMILES: CCC/C(C)=C/N.O

Last column: Mulliken charge in e.
Positions of all 23 atoms, in Å:
C1 -0.59 1.23 -2.82  -1.201
C2 -0.56 0.29 -1.58  -0.445
C3 -0.21 0.94 -0.23  -1.266
C4 -0.37 0.04 0.99  0.687
C5 0.65 -0.29 1.77  -0.448
N1 0.68 -1.35 2.66  -0.437
C6 -1.56 -0.86 1.02  -1.625
H1 -1.02 2.10 -2.30  0.258
H2 0.36 1.48 -3.01  0.406
H3 -1.34 0.86 -3.55  0.325
H4 0.22 -0.46 -1.76  0.298
H5 -1.43 -0.31 -1.41  0.405
H6 0.66 1.50 -0.10  0.756
H7 -0.82 1.82 -0.04  0.363
H8 1.61 0.46 1.71  0.366
H9 -0.08 -1.89 2.82  0.162
H10 1.56 -1.37 3.35  0.234
H11 -2.10 -1.25 1.96  0.416
H12 -1.50 -1.69 0.29  0.325
H13 -2.40 -0.33 0.91  0.416
H14 2.40 0.05 -0.77  0.305
H15 2.68 -0.75 0.36  0.370
O1 3.14 -0.22 -0.27  -0.671

--- z ---
C6H15NO | ωB97M-V/def2-TZVPD

SMILES: CCC(N)=O.CCC

Last column: Mulliken charge in e.
Positions of all 23 atoms, in Å:
C1 0.69 1.46 -0.80  0.711
C2 2.17 1.08 -1.06  -1.275
C3 0.59 2.87 -0.19  -1.252
H1 0.08 1.52 -1.71  0.378
H2 0.29 0.74 -0.10  -0.696
H3 2.61 0.82 -0.10  0.357
H4 1.36 3.57 -0.50  0.362
H5 2.75 1.96 -1.38  0.380
H6 2.20 0.40 -1.90  0.307
H7 -0.43 3.22 -0.14  0.348
H8 0.82 2.80 0.89  0.329
C4 -0.59 -2.16 1.07  -0.422
C5 -0.24 -2.44 -0.37  -0.985
C6 -2.03 -1.67 1.25  0.484
O1 -2.91 -2.37 1.69  -0.596
N1 -2.18 -0.33 0.95  -0.281
H9 -0.39 -2.98 1.74  0.326
H10 0.04 -1.32 1.43  0.254
H11 0.85 -2.45 -0.48  0.263
H12 -3.03 0.20 0.83  0.214
H13 -1.40 0.20 0.59  0.142
H14 -0.69 -1.68 -1.00  0.294
H15 -0.56 -3.43 -0.71  0.359

Most stable: z